C25H57F5N3O10 | wB97M-V/def2-TZVPD

```
! wB97M-V def2-TZVPD RIJCOSX def2/J DEFGRID3
* xyz 1 1
N -0.23 6.40 0.21
C 0.71 5.63 0.80
N 2.00 5.95 1.36
C 2.50 4.69 2.04
C 1.59 3.57 1.36
C 1.15 2.28 2.18
F -0.04 1.80 1.57
F 2.11 1.28 2.01
C 0.84 2.53 3.73
F 1.99 2.19 4.46
F 0.35 3.80 4.04
F -0.19 1.62 4.08
N 0.30 4.22 0.94
H -1.02 6.72 0.79
H -0.24 6.64 -0.80
H 1.83 6.55 2.19
H 3.57 4.40 1.80
H 2.48 4.80 3.17
H 2.13 3.39 0.37
H -0.40 4.32 1.71
C 2.45 0.43 9.05
O 3.71 1.07 8.90
C 4.80 0.16 9.01
C 5.37 -0.19 7.64
O 4.44 -0.95 6.87
C 3.78 -0.16 5.89
H 1.68 1.14 8.76
H 2.37 -0.46 8.42
H 2.30 0.16 10.10
H 4.50 -0.74 9.55
H 5.58 0.66 9.59
H 6.26 -0.81 7.77
H 5.68 0.72 7.10
H 4.47 0.07 5.07
H 3.39 0.76 6.31
H 2.95 -0.75 5.49
C -1.25 3.34 -5.49
O 0.16 3.15 -5.43
C 0.83 4.24 -4.81
C 1.21 3.91 -3.38
O 0.06 3.78 -2.54
C -0.27 2.42 -2.28
H -1.71 2.40 -5.79
H -1.66 3.65 -4.53
H -1.49 4.09 -6.25
H 0.22 5.15 -4.86
H 1.74 4.42 -5.39
H 1.81 4.74 -2.97
H 1.83 3.00 -3.34
H 0.46 1.99 -1.58
H -0.29 1.82 -3.20
H -1.26 2.39 -1.83
C -2.23 0.79 -8.41
O -3.33 1.29 -7.67
C -4.46 1.56 -8.49
C -5.51 0.46 -8.36
O -5.05 -0.76 -8.92
C -4.63 -1.68 -7.92
H -1.48 0.43 -7.70
H -2.52 -0.03 -9.07
H -1.78 1.60 -9.00
H -4.16 1.70 -9.54
H -4.90 2.50 -8.14
H -6.40 0.76 -8.94
H -5.82 0.33 -7.32
H -5.50 -2.09 -7.40
H -3.95 -1.22 -7.19
H -4.10 -2.50 -8.41
C -3.54 -4.08 -5.33
O -4.22 -3.01 -4.68
C -5.24 -3.47 -3.79
C -4.78 -3.41 -2.34
O -3.74 -4.35 -2.08
C -2.46 -3.74 -2.03
H -2.66 -3.67 -5.82
H -3.22 -4.85 -4.62
H -4.19 -4.52 -6.08
H -5.56 -4.48 -4.06
H -6.09 -2.80 -3.92
H -5.62 -3.68 -1.70
H -4.46 -2.39 -2.07
H -2.36 -3.17 -1.10
H -2.29 -3.08 -2.89
H -1.71 -4.53 -2.04
C 1.96 -6.12 7.03
O 1.91 -4.75 6.67
C 3.20 -4.21 6.38
C 3.42 -4.09 4.88
O 3.50 -5.36 4.26
C 2.30 -5.72 3.58
H 0.94 -6.51 7.04
H 2.55 -6.71 6.31
H 2.39 -6.23 8.03
H 3.99 -4.82 6.84
H 3.24 -3.22 6.83
H 4.38 -3.59 4.71
H 2.64 -3.48 4.42
H 2.20 -5.13 2.67
H 1.42 -5.57 4.22
H 2.36 -6.77 3.32
*
```

Calculated values
Max |F| ... 5.12 eV Å⁻¹
LUMO ... -5.9 eV

C25H57N4O | wB97M-V/def2-TZVPD

```
! wB97M-V def2-TZVPD RIJCOSX def2/J DEFGRID3
* xyz 0 2
C -1.14 -0.69 0.83
C -0.04 -0.22 -0.34
C -0.38 -1.08 -1.67
C 0.72 -2.15 -2.20
C 0.21 -3.69 -1.79
N 0.67 -4.13 -0.42
C 1.42 -0.37 0.33
C 2.55 0.73 -0.07
C 3.46 0.94 1.32
C 3.66 0.08 -1.15
N 2.07 2.10 -0.43
O 3.08 2.88 -0.90
C 0.85 2.14 -1.30
C 0.40 3.75 -1.37
C 1.14 1.74 -2.90
C -0.47 1.37 -0.68
H -0.81 -1.74 1.27
H -1.11 0.17 1.64
H -2.25 -0.73 0.39
H -1.39 -1.69 -1.46
H -0.65 -0.37 -2.59
H 1.83 -1.94 -1.92
H 0.67 -2.13 -3.39
H -0.97 -3.78 -1.95
H 0.68 -4.39 -2.63
H 1.70 -4.26 -0.35
H 0.27 -3.55 0.35
H 1.93 -1.45 0.20
H 1.27 -0.28 1.51
H 4.43 1.57 1.05
H 2.86 1.60 2.10
H 3.84 -0.08 1.77
H 4.74 0.41 -0.77
H 3.55 0.52 -2.23
H 3.67 -1.10 -1.11
H 0.99 4.26 -2.28
H 0.61 4.32 -0.36
H -0.75 3.80 -1.67
H 0.19 1.92 -3.57
H 1.48 0.61 -2.88
H 2.08 2.35 -3.31
H -1.37 1.37 -1.44
H -0.86 1.91 0.31
C -2.73 0.35 -5.56
C -4.24 0.12 -5.64
N -4.67 -1.12 -4.99
C -6.05 -1.50 -5.33
C -7.17 -0.56 -4.88
C -4.31 -1.28 -3.59
C -4.77 -0.20 -2.61
H -2.17 -0.51 -5.95
H -2.46 1.22 -6.17
H -2.40 0.55 -4.54
H -4.49 0.07 -6.71
H -4.75 0.99 -5.24
H -6.26 -2.50 -4.94
H -6.12 -1.60 -6.42
H -7.34 -0.63 -3.81
H -8.10 -0.84 -5.37
H -6.97 0.48 -5.14
H -3.22 -1.35 -3.52
H -4.66 -2.26 -3.22
H -4.58 0.81 -2.98
H -4.22 -0.31 -1.66
H -5.83 -0.30 -2.37
C 4.30 2.34 5.47
C 2.93 1.70 5.66
N 2.92 0.25 5.44
C 1.57 -0.31 5.32
C 0.67 -0.23 6.54
C 3.86 -0.53 6.24
C 3.76 -0.43 7.76
H 4.72 2.10 4.49
H 4.22 3.43 5.53
H 5.01 2.03 6.24
H 2.26 2.18 4.94
H 2.55 1.96 6.66
H 1.64 -1.35 5.00
H 1.07 0.21 4.49
H 0.97 -0.94 7.31
H -0.36 -0.48 6.26
H 0.64 0.77 6.98
H 4.88 -0.25 5.95
H 3.78 -1.59 5.96
H 3.68 0.61 8.10
H 4.66 -0.85 8.22
H 2.91 -0.99 8.15
*
```

Calculated values
Max |F| ... 4.11 eV Å⁻¹
LUMO (spin up / spin down) ... 0.6 / -0.3 eV
<S²> ... 0.7545
ΔE to the lowest compared entry with this formula, charge and spin ... 521.8 kJ/mol

C25H57N7O12PS | wB97M-V/def2-TZVPD

```
! wB97M-V def2-TZVPD RIJCOSX def2/J DEFGRID3
* xyz -1 1
C -0.50 -0.46 1.08
C -1.63 0.30 0.14
O -2.92 0.45 0.85
C -4.05 -0.03 0.03
C -5.47 -0.20 0.82
C -5.73 0.97 1.99
O -5.16 2.17 1.99
O -6.72 0.68 3.08
N -5.75 -1.61 1.33
C -6.23 -2.36 0.10
O -6.41 -3.81 0.29
C -5.75 -4.60 -0.76
P -4.37 -2.36 2.14
O -4.96 -3.82 2.96
O -3.09 -2.91 1.09
S -3.60 -1.27 3.60
H -0.77 -1.60 1.10
H 0.60 -0.34 0.69
H -0.65 -0.06 2.19
H -1.71 -0.33 -0.85
H -1.29 1.40 -0.20
H -4.22 0.80 -0.81
H -3.76 -1.01 -0.56
H -6.32 0.01 0.01
H -5.58 -2.18 -0.87
H -7.30 -1.92 -0.16
H -6.53 -4.81 -1.61
H -4.73 -4.17 -1.14
H -5.49 -5.66 -0.26
H -5.79 -3.60 3.49
H -3.39 -3.04 0.14
C -0.32 -1.00 5.02
O 0.61 -1.00 4.22
N -0.32 -0.37 6.25
C -1.46 -0.42 7.14
C 0.86 0.37 6.66
H -1.26 -1.53 4.81
H -1.81 0.60 7.32
H -1.16 -0.88 8.08
H -2.28 -1.00 6.70
H 1.06 1.16 5.93
H 1.71 -0.31 6.69
H 0.71 0.81 7.65
C 4.29 0.78 6.26
O 4.54 1.03 7.44
N 5.01 -0.06 5.45
C 4.65 -0.29 4.06
C 6.17 -0.74 5.99
H 3.43 1.25 5.75
H 4.45 -1.36 3.93
H 5.48 0.01 3.42
H 3.76 0.28 3.79
H 5.86 -1.35 6.84
H 6.89 0.01 6.34
H 6.64 -1.37 5.23
C 6.21 1.82 1.63
O 6.86 0.78 1.67
N 5.74 2.43 0.49
C 4.98 3.66 0.53
C 6.00 1.81 -0.79
H 5.96 2.38 2.55
H 4.00 3.49 0.09
H 5.52 4.42 -0.05
H 4.86 4.02 1.56
H 5.57 0.80 -0.80
H 7.08 1.73 -0.94
H 5.56 2.40 -1.60
C 5.68 -2.03 -0.50
O 5.44 -1.91 -1.70
N 6.24 -3.14 0.10
C 6.49 -3.21 1.52
C 6.58 -4.28 -0.73
H 5.46 -1.22 0.21
H 7.56 -3.36 1.68
H 5.93 -4.04 1.94
H 6.18 -2.28 2.02
H 7.30 -3.97 -1.49
H 5.68 -4.65 -1.23
H 7.01 -5.08 -0.12
C -3.68 0.68 -3.62
O -3.50 0.24 -2.49
N -3.08 1.80 -4.14
C -3.34 2.26 -5.49
C -2.15 2.55 -3.31
H -4.36 0.18 -4.32
H -2.40 2.27 -6.05
H -3.75 3.27 -5.45
H -4.05 1.60 -6.00
H -1.33 1.90 -3.02
H -2.67 2.89 -2.42
H -1.76 3.41 -3.86
C -1.86 3.01 -8.90
O -1.94 3.32 -7.72
N -2.89 3.08 -9.81
C -2.71 2.69 -11.20
C -4.18 3.55 -9.38
H -0.92 2.64 -9.33
H -2.93 3.55 -11.84
H -3.41 1.88 -11.43
H -1.69 2.35 -11.39
H -4.08 4.57 -8.99
H -4.55 2.90 -8.58
H -4.90 3.55 -10.21
*
```

Calculated values
Max |F| ... 7.71 eV Å⁻¹
LUMO ... 1.5 eV

C25H58BO4 | wB97M-V/def2-TZVPD

```
! wB97M-V def2-TZVPD RIJCOSX def2/J DEFGRID3
* xyz -1 1
C 1.56 -0.33 3.27
C 1.01 1.23 3.20
O 1.93 2.22 3.79
C 2.64 3.00 2.76
C 3.76 1.98 2.09
O 4.89 2.67 1.44
C 5.81 1.56 1.05
C 6.05 1.53 -0.60
O 5.68 2.92 -1.01
B 5.05 0.44 -1.33
C 3.51 0.81 -1.85
O 5.54 -0.96 -1.57
H 2.60 -0.49 2.71
H 0.80 -1.07 2.73
H 1.73 -0.72 4.37
H 0.70 1.57 2.12
H 0.03 1.25 3.87
H 3.25 3.84 3.35
H 1.97 3.55 1.99
H 3.20 1.33 1.30
H 4.09 1.25 2.97
H 6.82 1.64 1.65
H 5.30 0.52 1.31
H 6.58 3.36 -1.12
H 3.33 0.29 -2.90
H 2.66 0.44 -1.13
H 3.36 1.97 -2.01
H 5.29 -1.56 -0.80
C -3.07 0.64 2.34
C -4.12 -0.18 3.09
C -5.16 0.67 3.81
C -4.61 1.59 4.91
C -3.85 0.88 6.03
C -4.70 -0.10 6.82
H -2.49 1.27 3.02
H -2.37 -0.02 1.82
H -3.55 1.28 1.60
H -3.62 -0.85 3.80
H -4.63 -0.83 2.37
H -5.93 0.01 4.23
H -5.68 1.30 3.07
H -5.46 2.14 5.35
H -3.96 2.35 4.46
H -3.46 1.64 6.72
H -2.97 0.37 5.63
H -5.56 0.41 7.27
H -4.11 -0.55 7.62
H -5.07 -0.91 6.18
C -3.73 -6.83 -0.71
C -4.96 -6.59 0.15
C -5.74 -5.34 -0.25
C -4.98 -4.01 -0.10
C -4.45 -3.72 1.31
C -5.55 -3.58 2.35
H -3.00 -6.01 -0.61
H -3.23 -7.75 -0.40
H -4.00 -6.92 -1.76
H -4.68 -6.55 1.20
H -5.63 -7.46 0.05
H -6.67 -5.29 0.34
H -6.06 -5.43 -1.30
H -5.65 -3.20 -0.41
H -4.14 -4.00 -0.80
H -3.89 -2.78 1.27
H -3.74 -4.49 1.62
H -6.25 -2.78 2.08
H -5.12 -3.34 3.32
H -6.12 -4.51 2.46
C 5.19 0.99 -5.25
C 5.55 2.28 -5.98
C 4.57 3.42 -5.71
C 3.13 3.18 -6.15
C 2.95 2.86 -7.64
C 3.39 4.00 -8.55
H 4.21 0.61 -5.57
H 5.93 0.22 -5.46
H 5.16 1.15 -4.17
H 5.61 2.08 -7.06
H 6.55 2.59 -5.67
H 4.95 4.33 -6.18
H 4.57 3.63 -4.63
H 2.53 4.07 -5.91
H 2.70 2.36 -5.57
H 1.89 2.66 -7.83
H 3.49 1.95 -7.91
H 2.83 4.91 -8.34
H 3.20 3.73 -9.60
H 4.45 4.21 -8.45
*
```

Calculated values
Max |F| ... 3.48 eV Å⁻¹
LUMO ... 2.1 eV

C25H59Cl2F6N3O12PPb | wB97M-V/def2-TZVPD

```
! wB97M-V def2-TZVPD RIJCOSX def2/J DEFGRID3
* xyz 2 2
Pb -1.69 -2.78 -0.53
P 0.46 0.17 -1.39
F 0.56 0.75 0.13
F 1.94 0.70 -1.81
F 0.97 -1.31 -0.88
F 0.50 -0.57 -2.92
F -1.04 -0.46 -1.05
F -0.28 1.48 -2.04
C 1.94 -5.64 0.38
C 1.06 -4.51 -0.08
C 1.12 -4.45 -1.61
O -0.04 -3.81 -2.20
C 0.15 -3.65 -3.64
N -0.28 -4.83 0.36
H 1.49 -6.63 0.37
H 2.13 -5.49 1.44
H 2.90 -5.66 -0.13
H 1.38 -3.54 0.30
H 1.14 -5.46 -2.03
H 2.06 -4.08 -2.01
H -0.72 -3.18 -4.10
H 0.21 -4.69 -3.96
H 1.08 -3.19 -3.99
H -0.13 -5.20 1.29
H -0.65 -5.61 -0.17
C -5.03 -2.49 -2.60
C -3.71 -2.61 -3.44
C -3.86 -2.21 -4.95
O -4.66 -3.24 -5.51
C -5.16 -2.90 -6.79
N -2.70 -1.88 -2.68
H -5.32 -1.44 -2.49
H -5.02 -3.04 -1.66
H -5.87 -2.88 -3.18
H -3.46 -3.67 -3.57
H -2.92 -2.19 -5.51
H -4.42 -1.28 -5.01
H -5.53 -3.64 -7.49
H -4.31 -2.51 -7.35
H -5.94 -2.13 -6.80
H -3.13 -0.97 -2.77
H -1.94 -1.78 -3.35
C -1.72 0.28 5.90
C -2.48 0.03 4.62
C -1.88 0.68 3.39
O -2.79 0.40 2.34
C -2.61 1.23 1.15
N -2.71 -1.43 4.32
H -0.70 -0.06 5.78
H -2.23 -0.14 6.77
H -1.72 1.36 6.11
H -3.47 0.49 4.70
H -0.90 0.21 3.42
H -1.73 1.76 3.51
H -1.56 1.45 0.95
H -3.03 2.23 1.13
H -3.05 0.75 0.27
H -1.91 -2.01 4.53
H -3.35 -1.77 5.03
C 4.01 2.22 0.37
C 3.91 2.78 1.84
O 4.53 4.09 1.82
C 5.15 4.48 2.97
O 5.15 3.95 4.08
O 5.56 5.70 2.68
C 6.04 6.61 3.67
H 4.97 2.48 -0.07
H 3.20 2.55 -0.29
H 4.13 1.14 0.42
H 4.49 2.06 2.40
H 2.89 2.79 2.23
H 6.24 7.50 3.07
H 7.02 6.25 3.97
H 5.41 6.82 4.53
C 1.81 -1.22 2.27
C 1.31 -1.89 3.51
O 0.98 -3.29 3.28
C 0.07 -3.94 4.12
O -0.62 -3.29 4.92
O -0.05 -5.26 3.81
C -0.96 -5.99 4.62
H 1.06 -1.22 1.47
H 2.73 -1.66 1.90
H 2.16 -0.19 2.38
H 0.45 -1.32 3.87
H 1.95 -1.78 4.39
H -1.98 -5.75 4.33
H -0.85 -5.73 5.68
H -0.77 -7.05 4.46
C -0.18 4.14 -0.97
C 0.94 4.95 -1.62
O 0.30 5.85 -2.43
C -0.11 7.03 -1.96
O -0.04 7.42 -0.80
O -0.67 7.69 -3.01
C -1.31 8.97 -2.83
H -0.85 4.73 -0.36
H 0.28 3.35 -0.37
H -0.72 3.60 -1.75
H 1.60 4.28 -2.18
H 1.47 5.50 -0.85
H -0.69 9.64 -2.23
H -2.25 8.79 -2.31
H -1.56 9.47 -3.77
C 3.57 1.93 -3.84
Cl 3.65 3.40 -4.77
Cl 4.79 0.82 -4.40
H 3.75 2.20 -2.80
H 2.59 1.47 -3.96
*
```

Calculated values
Max |F| ... 4.16 eV Å⁻¹
LUMO (spin up / spin down) ... -7.0 / -10.4 eV
<S²> ... 0.7556